[1]
{
  "formula": "C11H38N6O8",
  "method": "wB97M-V/def2-TZVPD",
  "elements": ["C", "C", "O", "H", "H", "H", "H", "H", "H", "C", "C", "O", "H", "H", "H", "H", "H", "H", "C", "C", "O", "H", "H", "H", "H", "H", "H", "C", "O", "N", "N", "H", "H", "H", "H", "C", "O", "N", "N", "H", "H", "H", "H", "C", "O", "N", "N", "H", "H", "H", "H", "C", "O", "H", "H", "H", "H", "C", "O", "H", "H", "H", "H"],
  "coordinates": [[0.7767, -1.8017, -3.5223], [0.6430, -2.9722, -4.4364], [-0.1045, -3.9192, -3.6351], [1.5240, -1.1671, -3.9843], [1.2263, -2.1487, -2.6085], [-0.1684, -1.2575, -3.4067], [1.6060, -3.3651, -4.7570], [0.1174, -2.6487, -5.3241], [0.4619, -4.5740, -3.1734], [-2.3953, 3.7277, 0.3228], [-2.1852, 2.4312, 1.0079], [-0.8925, 2.4553, 1.7199], [-1.9660, 3.7504, -0.7177], [-1.9932, 4.6091, 0.7750], [-3.4717, 3.8319, 0.0890], [-2.1821, 1.5736, 0.4414], [-2.9940, 2.3476, 1.7280], [-1.0781, 2.4917, 2.6355], [-2.1434, 1.7401, -2.7824], [-3.5431, 1.2296, -2.4811], [-4.2592, 1.1775, -3.6521], [-1.6266, 1.9029, -1.7856], [-2.2153, 2.6495, -3.3566], [-1.4228, 1.0824, -3.2858], [-3.9029, 1.8242, -1.7577], [-3.5764, 0.2660, -2.0625], [-5.2115, 1.3265, -3.3707], [3.7242, -1.4855, 0.6636], [3.4925, -1.6661, -0.6698], [4.3637, -2.2283, 1.4930], [3.1094, -0.5316, 1.3548], [4.7770, -3.0503, 1.1609], [4.4753, -1.9405, 2.4902], [2.3941, 0.0401, 0.8827], [3.6117, -0.2117, 2.2959], [0.4243, -1.3568, 2.8571], [0.2895, -1.6384, 4.2287], [-0.0657, -0.2728, 2.2518], [1.0258, -2.1161, 2.1247], [-0.3583, 0.4371, 2.9234], [0.1844, 0.0609, 1.2672], [0.9958, -3.0559, 2.6394], [1.9374, -1.6670, 1.8694], [-1.3642, -1.9089, -0.5155], [-1.9338, -2.1111, -1.7465], [-0.2046, -2.2378, -0.1745], [-1.9352, -1.3127, 0.5009], [0.3622, -2.6861, -0.8091], [0.2669, -2.1730, 0.8106], [-2.7082, -0.7441, 0.3140], [-1.3023, -0.9882, 1.2101], [1.0251, 0.8523, -1.0208], [1.1761, 1.1036, 0.3808], [0.0425, 0.6219, -1.3266], [1.5218, -0.1253, -1.2598], [1.3812, 1.5800, -1.6739], [0.5883, 1.8237, 0.7340], [1.7994, 2.3145, 4.1776], [0.5299, 1.6427, 4.4036], [2.0480, 3.2722, 4.6368], [2.0562, 2.2898, 3.1307], [2.6150, 1.6915, 4.5292], [0.6319, 1.2149, 5.2457]],
  "charge": 0,
  "orbital_gap_ev": 8.097,
  "smiles": "NC(N)=O.NC(N)=O.NC(N)=O.CCO.CCO.CCO.CO.CO",
  "relative_energy_kj_mol": 586.2,
  "multiplicity": 1
}



[2]
{
  "formula": "C18H29NOS",
  "method": "wB97M-V/def2-TZVPD",
  "elements": ["C", "H", "H", "H", "S", "C", "H", "H", "C", "N", "C", "C", "H", "H", "C", "C", "C", "H", "H", "H", "H", "C", "O", "H", "H", "H", "C", "H", "H", "C", "C", "C", "C", "C", "C", "C", "H", "H", "H", "H", "H", "H", "H", "H", "H", "C", "H", "H", "H", "H"],
  "coordinates": [[-1.8539, 6.2246, -1.1812], [-0.8194, 6.0005, -1.4242], [-2.5265, 5.7233, -1.8717], [-2.0172, 7.2966, -1.2135], [-2.2250, 5.6914, 0.5126], [-1.9364, 3.9021, 0.3521], [-2.4746, 3.4562, 1.1873], [-2.3884, 3.5710, -0.5825], [-0.4504, 3.5325, 0.3835], [-0.2834, 2.2188, -0.2127], [-0.8078, 1.0840, 0.5313], [0.2852, 0.2112, 1.1509], [-0.1789, -0.5641, 1.7609], [0.8966, 0.8255, 1.8144], [1.1701, -0.4153, 0.0588], [1.2059, 0.5307, -1.1587], [1.0502, 1.9862, -0.7424], [1.1781, 2.6354, -1.6160], [1.8422, 2.2449, -0.0206], [2.1554, 0.4001, -1.6804], [0.4005, 0.2842, -1.8517], [2.6039, -0.5735, 0.6050], [3.5021, -1.1442, -0.3126], [3.1736, -2.0154, -0.5605], [3.0182, 0.4126, 0.8296], [2.5827, -1.1503, 1.5408], [0.6007, -1.7711, -0.4042], [1.0917, -2.0649, -1.3365], [-0.4574, -1.6293, -0.6372], [0.7181, -2.9290, 0.5979], [-0.0221, -4.1251, 0.0687], [-1.3931, -4.2435, 0.2597], [-2.0877, -5.3218, -0.2573], [-1.4189, -6.2978, -0.9767], [-0.0536, -6.1884, -1.1746], [0.6385, -5.1080, -0.6562], [1.7059, -5.0317, -0.8123], [0.4748, -6.9469, -1.7336], [-1.9599, -7.1409, -1.3801], [-3.1532, -5.4021, -0.0977], [-1.9188, -3.4851, 0.8230], [1.7641, -3.1951, 0.7607], [0.2915, -2.6333, 1.5583], [-1.4064, 0.4727, -0.1568], [-1.4813, 1.4398, 1.3118], [0.1174, 3.7126, 1.7963], [-0.3627, 3.0361, 2.4996], [1.1892, 3.5291, 1.8069], [-0.0613, 4.7329, 2.1261], [0.0814, 4.2220, -0.2841]],
  "charge": 0,
  "orbital_gap_ev": 8.810,
  "smiles": "CSC[C@@H](C)N1CCC(CO)(CCc2ccccc2)CC1",
  "relative_energy_kj_mol": 20.0,
  "multiplicity": 1
}



[3]
{
  "formula": "C49H35Br2IrNO5P2",
  "method": "wB97M-V/def2-TZVPD",
  "elements": ["Ir", "O", "C", "C", "C", "C", "C", "C", "P", "C", "C", "C", "C", "C", "C", "C", "C", "C", "C", "C", "C", "C", "C", "C", "C", "C", "C", "P", "C", "C", "C", "C", "C", "C", "C", "C", "C", "C", "C", "C", "H", "H", "H", "H", "H", "H", "H", "H", "H", "H", "H", "H", "H", "H", "H", "H", "H", "H", "H", "H", "H", "H", "H", "H", "H", "H", "H", "H", "Br", "C", "C", "C", "C", "C", "C", "C", "O", "O", "H", "H", "H", "H", "Br", "C", "C", "N", "C", "C", "C", "C", "O", "O", "H", "H", "H"],
  "coordinates": [[0.7500, 0.7694, 0.5441], [-0.3955, 2.8538, 2.5657], [-0.5260, 2.4367, 3.8411], [-0.9938, 3.2257, 4.8800], [-1.0376, 2.6913, 6.1576], [-0.6310, 1.3815, 6.3913], [-0.2332, 0.5906, 5.3287], [-0.1957, 1.1091, 4.0347], [0.2575, -0.0232, 2.6853], [1.7441, -0.7783, 3.3638], [1.8895, -2.1515, 3.5614], [3.0808, -2.6441, 4.0747], [4.1180, -1.7758, 4.3878], [3.9654, -0.4053, 4.2142], [2.7858, 0.0937, 3.6948], [-1.0102, -1.2815, 2.6552], [-2.2190, -1.1221, 3.3247], [-3.1767, -2.1218, 3.2511], [-2.9292, -3.2746, 2.5196], [-1.7290, -3.4278, 1.8366], [-0.7803, -2.4244, 1.8859], [0.1142, 4.0399, 2.1607], [0.7153, 5.0026, 2.9466], [1.1679, 6.1634, 2.3315], [1.0413, 6.3451, 0.9615], [0.5102, 5.3297, 0.1814], [0.0428, 4.1649, 0.7821], [-0.4244, 2.6896, -0.1494], [0.1354, 2.9439, -1.8302], [-0.5346, 3.8476, -2.6558], [-0.0987, 4.0301, -3.9572], [0.9908, 3.3104, -4.4379], [1.6527, 2.4057, -3.6205], [1.2253, 2.2205, -2.3141], [-2.2120, 2.5700, -0.1963], [-2.9847, 3.0633, 0.8503], [-4.3640, 2.9347, 0.8061], [-4.9692, 2.3088, -0.2749], [-4.1986, 1.8075, -1.3160], [-2.8199, 1.9274, -1.2769], [-1.3274, 4.2390, 4.6937], [-1.3887, 3.3080, 6.9767], [-0.6418, 0.9767, 7.3941], [0.0513, -0.4420, 5.4967], [1.0772, -2.8299, 3.3414], [3.1944, -3.7087, 4.2355], [5.0530, -2.1697, 4.7698], [4.7719, 0.2728, 4.4605], [2.6692, 1.1633, 3.5535], [-2.4145, -0.2274, 3.9013], [-4.1213, -1.9988, 3.7649], [-3.6783, -4.0557, 2.4730], [-1.5415, -4.3242, 1.2582], [0.1442, -2.5266, 1.3237], [0.8563, 4.8550, 4.0083], [1.6335, 6.9295, 2.9387], [1.3895, 7.2577, 0.4977], [0.4826, 5.4355, -0.8951], [-1.3981, 4.3920, -2.2898], [-0.6139, 4.7306, -4.6020], [1.3241, 3.4540, -5.4580], [2.4987, 1.8468, -3.9973], [1.7525, 1.5178, -1.6733], [-2.5161, 3.5555, 1.6927], [-4.9682, 3.3251, 1.6152], [-6.0480, 2.2150, -0.3090], [-4.6709, 1.3196, -2.1594], [-2.2166, 1.5239, -2.0803], [5.3060, -5.0942, -0.4917], [4.8429, -3.3222, -0.0329], [5.8046, -2.4861, 0.5152], [5.4621, -1.1837, 0.8412], [4.1705, -0.7166, 0.6233], [3.2275, -1.5747, 0.0739], [3.5495, -2.8823, -0.2546], [3.8438, 0.7022, 1.0133], [4.6121, 1.3727, 1.6514], [2.6819, 1.1616, 0.5427], [6.8078, -2.8535, 0.6845], [6.1920, -0.5081, 1.2678], [2.2123, -1.2274, -0.1132], [2.8149, -3.5522, -0.6824], [-4.8444, -4.5736, -2.4226], [-3.1984, -3.6839, -2.1920], [-2.0574, -4.1704, -2.8191], [-0.8686, -3.5817, -2.6920], [-0.7927, -2.4792, -1.9446], [-1.8849, -1.9380, -1.2753], [-3.1164, -2.5592, -1.4027], [-1.7673, -0.7167, -0.4146], [-2.6500, -0.4079, 0.3522], [-0.6656, -0.0130, -0.6328], [-2.1026, -5.0584, -3.4390], [0.1800, -2.0061, -1.8709], [-3.9807, -2.1625, -0.8833]],
  "charge": 1,
  "orbital_gap_ev": 6.677,
  "multiplicity": 1
}



[4]
{
  "formula": "C2H2ClIO2",
  "method": "wB97M-V/def2-TZVPD",
  "elements": ["C", "C", "O", "O", "Cl", "I", "H", "H"],
  "coordinates": [[-1.7279, 0.0287, -1.0627], [0.7513, -0.3999, 1.2920], [-2.0638, 0.8598, -1.7447], [-1.5046, -0.8092, -0.3338], [1.4552, 2.0213, -1.0099], [1.6516, -0.3864, -0.5626], [0.0104, -1.2112, 1.3546], [1.4279, -0.1032, 2.0670]],
  "charge": 0,
  "orbital_gap_ev": [7.080, 7.924],
  "relative_energy_kj_mol": 175.8,
  "multiplicity": 1
}



[5]
{
  "formula": "C19H23CeCl5NP",
  "method": "wB97M-V/def2-TZVPD",
  "elements": ["C", "C", "C", "C", "C", "C", "C", "C", "N", "Ce", "C", "P", "H", "H", "H", "H", "H", "H", "H", "H", "C", "C", "H", "C", "C", "H", "H", "H", "H", "H", "H", "H", "H", "H", "H", "H", "H", "H", "H", "Cl", "C", "C", "C", "Cl", "C", "Cl", "C", "Cl", "C", "Cl"],
  "coordinates": [[-2.4644, 0.7514, -3.5390], [-2.2629, -0.5222, -3.0215], [-1.5270, -0.7066, -1.8385], [-0.9888, 0.4025, -1.1637], [-1.1199, 1.6756, -1.7442], [-1.9116, 1.8557, -2.8938], [-1.3606, -2.1201, -1.3508], [0.0698, -2.6842, -1.3236], [1.1326, -1.7295, -0.9102], [0.1375, 0.2198, 0.9776], [-0.4037, 2.8757, -1.1502], [1.2800, 2.4359, -0.4371], [-2.6734, -1.4057, -3.5194], [-2.0532, 2.8684, -3.2742], [-3.0641, 0.8739, -4.4447], [-1.0008, 3.3482, -0.3511], [-0.1892, 3.6190, -1.9338], [-1.8081, -2.2703, -0.3539], [-1.9122, -2.7787, -2.0340], [0.0945, -3.5342, -0.6287], [1.8317, 4.0326, 0.2468], [2.2035, 2.3683, -2.0109], [0.3247, -3.0494, -2.3338], [1.7914, -1.1484, -2.0967], [2.1371, -2.4052, -0.0654], [-1.4645, 2.0523, 1.6692], [2.2323, -1.9531, -2.7141], [1.0538, -0.6001, -2.6943], [2.5827, -0.4581, -1.7832], [2.6772, -3.1778, -0.6427], [2.8619, -1.6685, 0.3156], [1.6282, -2.8788, 0.7906], [2.2745, 3.3737, -2.4495], [3.2138, 1.9810, -1.8232], [1.7060, 1.7007, -2.7266], [1.9087, 4.8032, -0.5333], [1.1376, 4.3679, 1.0283], [2.8183, 3.8910, 0.7082], [-0.8155, 2.4203, 1.7542], [-1.3015, -3.2912, 1.8509], [-1.0870, -2.2759, 3.2287], [-0.4725, -1.0321, 3.0499], [-0.1802, -0.2383, 4.1467], [0.7047, 1.2607, 3.8030], [-0.5825, -0.6133, 5.4523], [-0.2931, 0.4227, 6.7793], [-1.2661, -1.8448, 5.6228], [-1.8327, -2.3221, 7.1573], [-1.4931, -2.6940, 4.5047], [-2.2740, -4.1980, 4.7000]],
  "charge": 2,
  "orbital_gap_ev": [5.927, 5.953],
  "multiplicity": 1
}



[6]
{
  "formula": "C5H9NO2S",
  "method": "wB97M-V/def2-TZVPD",
  "elements": ["C", "C", "C", "C", "C", "N", "O", "O", "S", "H", "H", "H", "H", "H", "H", "H", "H", "H"],
  "coordinates": [[1.0550, 1.2583, -2.9599], [0.9838, 1.2584, -1.6446], [-1.0279, 0.7870, 0.1574], [-0.0837, 0.4829, -0.9631], [-0.3669, -1.2002, 2.7734], [0.1847, 0.1911, 0.4920], [1.1772, -2.1104, 0.5786], [-1.2878, -1.8543, 0.4299], [-0.0603, -1.3940, 0.9558], [1.9948, 1.7329, -3.3649], [0.2623, 0.9740, -3.6309], [1.7870, 1.6318, -1.0613], [-1.1733, 1.8172, 0.3410], [-2.0302, 0.3286, 0.0566], [-0.4156, -0.3932, -1.3367], [-0.0617, -2.2097, 3.2193], [0.3713, -0.4227, 3.2007], [-1.3089, -0.8778, 2.7566]],
  "charge": 0,
  "orbital_gap_ev": 10.609,
  "smiles": "C=C[C@@H]1CN1S(C)(=O)=O",
  "relative_energy_kj_mol": 379.9,
  "multiplicity": 1
}



Energy, respectively: -1372.16569; -1231.45285; -8254.10131; -985.68340; -3909.29043; -799.21410 hartree.
Max |F|, respectively: 0.2793; 0.0121; 0.0259; 0.0732; 0.0598; 0.1308 Eh/bohr.